<1>
{"formula": "CH3NO3", "method": "wB97M-V/def2-TZVPD", "smiles": "N=C=O.OO", "charge": 0, "lumo_ev": 0.680, "elements": ["N", "C", "O", "H", "O", "O", "H", "H"], "positions_angstrom": [[2.47, -0.65, 0.50], [2.11, 0.44, 0.21], [1.59, 1.46, 0.05], [3.25, -1.24, 0.30], [-1.02, 0.27, -0.24], [-2.13, 0.64, 0.57], [-0.48, 1.08, -0.24], [-2.63, -0.18, 0.61]]}

***

<2>
{"formula": "CH3NO3", "method": "wB97M-V/def2-TZVPD", "smiles": "O=[N+]([O-])CO", "charge": 0, "lumo_ev": 0.073, "elements": ["O", "N", "O", "C", "O", "H", "H", "H"], "positions_angstrom": [[1.33, 1.14, -0.17], [0.95, 0.02, -0.21], [1.62, -0.98, -0.24], [-0.54, -0.22, -0.26], [-1.14, 0.18, 0.96], [-0.86, 0.60, -1.05], [-0.84, -1.25, -0.76], [-0.53, 0.51, 1.73]]}

***

On energetic grounds, <1> is preferred over the next structure by 0.0396 hartree.

***

<1>
{"formula": "CH3NO3", "method": "wB97M-V/def2-TZVPD", "smiles": "O=[N+]([O-])CO", "charge": 0, "lumo_ev": 0.094, "elements": ["O", "N", "O", "C", "O", "H", "H", "H"], "positions_angstrom": [[-2.68, 0.95, 0.03], [-1.87, 0.35, 0.69], [-1.76, 0.18, 1.85], [-0.86, -0.45, -0.08], [0.26, -0.50, 0.70], [-1.30, -1.53, -0.29], [-0.55, 0.14, -1.00], [-0.15, -1.05, 1.44]]}

***

<2>
{"formula": "CH3NO3", "method": "wB97M-V/def2-TZVPD", "charge": 0, "lumo_ev": [0.252, -1.939], "elements": ["C", "N", "O", "O", "O", "H", "H", "H"], "positions_angstrom": [[0.04, 0.57, -0.19], [-0.78, -0.46, 0.43], [1.27, 0.58, 0.42], [-1.91, -0.57, -0.03], [1.98, -0.54, 0.04], [0.16, 0.18, -1.24], [-0.49, 1.45, -0.27], [-0.28, -1.20, 0.85]]}

***

<3>
{"formula": "CH3NO3", "method": "wB97M-V/def2-TZVPD", "smiles": "O=NO.C=O", "charge": 0, "lumo_ev": -0.046, "elements": ["O", "N", "O", "H", "C", "O", "H", "H"], "positions_angstrom": [[-0.44, -2.57, -0.47], [-0.05, -1.46, -0.58], [0.75, -1.23, -1.70], [1.08, -0.33, -1.79], [-0.07, 1.17, 0.64], [0.70, 1.75, -0.01], [-0.07, 1.18, 1.66], [-0.67, 0.41, 0.27]]}

***

<4>
{"formula": "CH3NO3", "method": "wB97M-V/def2-TZVPD", "smiles": "O=CN(O)O", "charge": 0, "lumo_ev": 0.507, "elements": ["O", "C", "N", "O", "O", "H", "H", "H"], "positions_angstrom": [[1.91, -0.39, 0.67], [0.72, -0.42, 0.80], [-0.21, -0.30, -0.25], [0.31, 0.18, -1.45], [-1.38, 0.48, 0.08], [0.01, -0.54, 1.70], [0.77, 0.95, -1.20], [-2.13, 0.03, -0.35]]}

***

On energetic grounds, <4> is preferred over the next structure by 0.0076 hartree.

***

<1>
{"formula": "C6H6N2OS", "method": "wB97M-V/def2-TZVPD", "charge": 0, "lumo_ev": -1.576, "elements": ["C", "C", "C", "C", "C", "C", "N", "N", "O", "S", "H", "H", "H", "H", "H", "H"], "positions_angstrom": [[1.69, 0.72, 0.00], [0.93, -0.44, -0.02], [0.14, -2.51, 0.01], [4.16, 0.39, -0.07], [-0.59, -0.22, -0.07], [-1.13, -1.63, 0.00], [3.05, 1.01, 0.07], [1.25, -1.71, 0.01], [0.14, -3.71, 0.01], [5.49, -0.39, 0.00], [1.12, 1.63, -0.03], [-0.90, 0.40, 0.77], [-0.88, 0.30, -0.99], [-1.76, -1.91, -0.84], [-1.69, -1.83, 0.92], [3.18, 2.02, 0.18]]}

***

<2>
{"formula": "C6H6N2OS", "method": "wB97M-V/def2-TZVPD", "smiles": "[H]/N=C\\c1ccco1.C#[N+][S-]", "charge": 0, "lumo_ev": -0.223, "elements": ["H", "N", "C", "C", "C", "C", "C", "O", "H", "H", "H", "H", "C", "N", "S", "H"], "positions_angstrom": [[-3.04, 0.75, 1.12], [-2.35, 0.78, 1.89], [-1.13, 0.70, 1.68], [-0.29, 0.42, 0.50], [-0.65, 0.23, -0.83], [0.55, -0.02, -1.52], [1.52, -0.01, -0.53], [1.05, 0.28, 0.63], [-0.72, 0.99, 2.69], [-1.60, 0.65, -1.23], [0.80, 0.04, -2.62], [2.50, -0.41, -0.43], [-0.65, -1.43, 2.65], [0.36, -1.91, 2.36], [1.74, -2.33, 1.84], [-1.66, -1.52, 3.06]]}

***

On energetic grounds, <1> is preferred over the next structure by 0.0629 hartree.

***

<1>
{"formula": "C5H8NO", "method": "wB97M-V/def2-TZVPD", "smiles": "C/C=C/[N+](C)=C=O", "charge": 1, "lumo_ev": -4.022, "elements": ["C", "C", "C", "N", "C", "C", "O", "H", "H", "H", "H", "H", "H", "H", "H"], "positions_angstrom": [[1.69, -1.30, -1.42], [0.81, -0.78, -0.35], [0.32, 0.48, -0.17], [-0.82, 0.45, 0.73], [-1.21, 1.70, 1.56], [-1.32, -0.64, 0.36], [-2.02, -1.44, -0.01], [2.75, -1.17, -1.38], [1.28, -0.68, -2.32], [1.50, -2.36, -1.41], [0.64, -1.45, 0.50], [0.30, 1.14, -1.02], [-1.01, 2.52, 0.84], [-0.63, 1.74, 2.52], [-2.28, 1.79, 1.56]]}

***

<2>
{"formula": "C5H8NO", "method": "wB97M-V/def2-TZVPD", "smiles": "O=CCC[N+]1=CC1", "charge": 1, "lumo_ev": -5.027, "elements": ["O", "C", "C", "C", "N", "C", "C", "H", "H", "H", "H", "H", "H", "H", "H"], "positions_angstrom": [[1.41, -1.90, -0.33], [1.99, -0.83, -0.16], [1.42, 0.56, 0.06], [-0.01, 0.95, -0.12], [-0.90, -0.17, -0.01], [-1.46, -1.02, 0.75], [-1.59, -1.22, -0.74], [3.15, -0.83, -0.04], [1.94, 1.29, -0.62], [1.71, 0.75, 1.07], [-0.33, 1.71, 0.51], [-0.12, 1.34, -1.14], [-1.57, -1.19, 1.76], [-2.58, -0.94, -1.11], [-0.75, -1.96, -1.12]]}

***

On energetic grounds, <1> is preferred over the next structure by 0.0205 hartree.

***

<1>
{"formula": "C5H8NO", "method": "wB97M-V/def2-TZVPD", "smiles": "C/C=C/C(C)=[N+]=O", "charge": 1, "lumo_ev": -6.476, "elements": ["C", "C", "C", "C", "C", "N", "O", "H", "H", "H", "H", "H", "H", "H", "H"], "positions_angstrom": [[1.88, -1.76, 0.64], [0.79, -0.88, 0.16], [0.40, 0.34, 0.65], [-0.74, 1.03, 0.03], [-1.44, 0.84, -1.25], [-1.36, 1.91, 0.70], [-2.18, 2.38, 1.30], [2.64, -1.53, -0.09], [2.28, -1.56, 1.63], [1.61, -2.70, 0.59], [0.44, -1.25, -0.83], [0.66, 0.90, 1.59], [-1.57, -0.26, -1.62], [-2.42, 1.21, -1.27], [-1.00, 1.33, -2.23]]}

***

<2>
{"formula": "C5H8NO", "method": "wB97M-V/def2-TZVPD", "smiles": "C[N@H+]1C=C[C@@H]2O[C@@H]21", "charge": 1, "lumo_ev": -3.661, "elements": ["C", "N", "C", "C", "C", "O", "C", "H", "H", "H", "H", "H", "H", "H", "H"], "positions_angstrom": [[1.25, -1.21, -0.34], [-0.01, -0.70, 0.22], [0.41, 0.42, 1.00], [-0.11, 1.59, 0.69], [-1.10, 1.34, -0.40], [-2.10, 0.42, 0.07], [-1.05, -0.14, -0.68], [1.46, -0.52, -1.24], [2.10, -1.46, 0.37], [1.14, -2.22, -0.68], [-0.43, -1.58, 0.70], [1.02, 0.13, 1.94], [0.14, 2.51, 1.18], [-1.47, 2.04, -1.10], [-1.26, -0.63, -1.75]]}

***

<3>
{"formula": "C5H8NO", "method": "wB97M-V/def2-TZVPD", "charge": 1, "lumo_ev": [-6.827, -6.577], "elements": ["C", "C", "C", "C", "C", "N", "O", "H", "H", "H", "H", "H", "H", "H", "H"], "positions_angstrom": [[1.10, -0.96, 1.71], [0.57, -1.81, 0.79], [0.94, 0.34, 1.48], [-0.15, -1.23, -0.38], [-1.02, 1.99, -1.37], [0.01, 0.15, -0.49], [-1.19, 0.70, -0.72], [1.74, -1.26, 2.44], [0.76, -2.88, 0.86], [1.27, 1.28, 1.91], [0.19, -1.79, -1.16], [-1.20, -1.43, -0.31], [-2.00, 2.34, -1.84], [-0.25, 1.78, -2.19], [-0.75, 2.80, -0.75]]}

***

On energetic grounds, <2> is preferred over the next structure by 0.0797 hartree.